Entry 1:
A structure of composition C30H44F5N9OPSe2Ti. Source: the Open Molecules 2025 dataset; level of theory: wB97M-V/def2-TZVPD.

Maximum force   0.39 eV/A
Energy relative to the best compared isomer or geometry (same formula, charge and spin)   8.9 kcal/mol
HOMO energy   -11.20 eV
Kohn-Sham gap   0.242 Ha
Charge   +1

Structure (XYZ):
```
93
Properties=species:S:1:pos:R:3:forces:R:3
H -0.019 -4.368 -2.279 0.0 0.0 0.0
H 4.174 -1.984 -0.639 0.0 0.0 0.0
H 0.987 -3.046 1.641 0.0 0.0 0.0
C 2.921 -3.690 -0.319 0.0 0.0 0.0
H 2.774 -0.097 -2.930 0.0 0.0 0.0
N -4.891 2.464 -0.800 0.0 0.0 0.0
H 3.034 -2.246 -1.932 0.0 0.0 0.0
H 1.213 1.028 -1.637 0.0 0.0 0.0
C -0.821 0.428 3.885 0.0 0.0 -0.1
C -4.362 1.611 0.040 0.0 0.0 0.0
H 1.216 -3.199 -2.673 0.0 0.0 0.0
C 1.451 3.721 1.364 0.0 0.0 0.0
H 4.601 2.057 3.870 0.0 0.0 0.0
H 0.777 0.206 -5.191 0.0 0.0 0.0
N -2.898 -1.628 2.175 0.0 0.0 0.1
H -2.766 -2.494 -4.150 0.0 0.0 0.0
H -2.390 -1.080 -2.149 0.0 0.0 0.0
H 2.696 -0.214 -0.411 0.0 0.0 0.0
N -3.106 -0.464 1.464 0.0 0.2 -0.1
C 2.024 -2.765 1.849 0.0 0.0 0.0
C 1.756 -0.223 -3.305 0.0 0.0 0.0
H 2.721 2.010 0.916 0.0 0.0 0.0
H 2.777 -4.770 1.544 0.0 0.0 0.0
N -5.045 -1.266 2.101 0.0 0.0 0.0
H 1.645 -0.628 1.845 0.0 0.0 0.0
N -3.010 1.680 0.013 0.1 -0.1 0.1
C -1.718 -2.679 -0.860 0.0 0.0 -0.1
C 2.987 -3.756 1.206 0.0 0.0 0.0
H 1.861 4.496 0.717 0.0 0.0 0.0
Se 2.135 1.786 3.384 0.0 0.0 0.0
C -1.420 1.330 3.024 0.0 -0.1 0.0
C -2.200 -2.897 -3.309 0.0 0.0 0.0
H -1.273 4.936 1.462 0.0 0.0 0.0
H 1.643 -1.276 -3.565 0.0 0.0 0.0
C -2.550 -2.155 -2.021 0.0 0.0 0.0
C 2.265 -1.194 -0.169 0.0 0.1 0.0
H 4.005 -3.519 1.533 0.0 0.0 0.0
F -0.024 -0.183 6.022 0.0 0.0 0.0
C 2.304 -1.348 1.363 0.0 0.0 0.0
C 2.536 2.724 1.722 0.0 0.0 0.0
C -1.894 2.509 3.576 0.0 0.0 0.0
C -0.234 2.074 -3.545 0.0 0.0 0.0
Ti -1.604 0.747 1.064 0.2 0.3 -0.1
C -0.704 -2.835 -3.615 0.0 0.0 0.0
N -2.732 2.630 -0.940 -0.1 0.1 0.0
C 3.138 -2.271 -0.847 0.0 0.0 0.0
H -1.898 4.693 -0.198 0.0 0.0 0.0
O -0.237 -0.203 0.261 -0.3 -0.1 0.1
H 3.322 -1.079 1.665 0.0 0.0 0.0
C -0.647 0.682 5.230 0.0 -0.1 0.0
H 0.269 -3.175 -0.296 -0.1 0.1 -0.1
H -2.500 -3.944 -3.201 0.0 0.0 0.0
H -0.475 -3.456 -4.482 0.0 0.0 0.0
H -0.979 0.042 -3.479 0.0 0.0 0.0
F -2.523 3.404 2.793 0.0 0.0 0.0
H -3.609 -2.284 -1.790 0.0 0.0 0.0
H 2.476 0.625 -5.153 0.0 0.0 0.0
H 3.463 3.270 1.900 0.0 0.0 0.0
H -1.972 -2.198 0.079 0.0 0.0 0.0
C -0.537 0.766 -2.795 0.0 0.0 0.0
H -0.992 2.210 -4.317 0.0 0.0 0.0
H 1.961 -4.090 -0.659 0.1 0.0 0.0
H -0.430 -1.814 -3.894 0.0 0.0 0.0
C -1.749 2.804 4.917 0.0 0.0 0.0
C 0.758 0.200 -2.202 0.0 0.0 0.0
H -1.948 -3.739 -0.718 0.0 0.0 0.0
H 3.684 -4.337 -0.754 0.0 0.0 0.0
C 3.947 1.197 3.754 0.0 0.0 0.0
H -6.067 0.762 0.783 0.0 0.0 0.0
H 4.308 0.547 2.960 0.0 0.0 0.0
C -1.013 4.751 0.425 0.1 0.0 0.0
H 1.189 2.714 -5.050 0.0 0.0 0.0
C -0.206 -2.613 -1.108 0.0 0.0 0.1
H 1.904 2.461 -3.476 0.0 0.0 0.0
H 1.037 4.198 2.251 0.0 0.0 0.0
C -4.448 -0.298 1.459 0.0 0.0 0.0
F -2.202 3.944 5.424 0.0 0.0 0.0
H -0.333 2.918 -2.862 0.0 0.0 0.0
H 2.122 -2.789 2.936 0.0 0.0 0.0
C 0.154 -3.300 -2.439 0.0 0.0 -0.1
H 3.914 0.640 4.687 0.0 0.0 0.0
N -3.838 3.074 -1.385 0.0 -0.1 0.0
C 1.560 0.639 -4.561 0.0 0.0 0.0
C -1.118 1.881 5.743 0.0 0.0 0.1
H -0.339 5.519 0.053 0.0 0.0 0.0
Se -0.055 3.064 0.284 -0.1 -0.1 -0.1
N -5.060 0.751 0.834 0.0 0.0 0.0
F -0.960 2.154 7.027 0.0 0.0 -0.1
N -4.037 -2.067 2.529 0.0 0.0 -0.1
F -0.341 -0.720 3.374 0.0 0.0 0.1
C 1.166 2.061 -4.179 0.0 0.0 0.0
P 0.583 -0.988 -0.843 0.0 0.0 0.0
H -1.281 0.962 -2.021 0.0 0.0 0.0
```
Forces are in eV/Å.

Entry 2:
A structure of composition C30H44GeIN4O5PSSe2V. Source: the Open Molecules 2025 dataset; level of theory: wB97M-V/def2-TZVPD.

Maximum force   1.76 eV/A
Spin multiplicity   2
HOMO energy (alpha / beta)   -12.19 / -11.84 eV
<S²>   0.77
Kohn-Sham gap (alpha / beta)   0.252 / 0.235 Ha
Charge   +2

Structure (XYZ):
```
90
Properties=species:S:1:pos:R:3:forces:R:3
C -3.636 -2.298 3.202 0.0 -0.1 0.0
N 3.989 -1.630 -0.360 -0.4 0.0 0.3
H 4.858 2.994 -1.412 0.0 0.1 0.0
H -4.740 0.133 -0.145 0.0 0.0 0.1
H -0.573 4.423 0.474 -0.1 -0.1 -0.1
C -2.997 -1.439 -2.885 0.0 0.0 0.0
C -3.114 -2.461 -3.820 0.0 0.0 0.0
H 3.094 -1.817 0.144 0.1 0.0 -0.1
C -3.431 -0.925 3.231 0.0 0.1 0.1
C -3.290 -3.020 2.069 0.0 -0.1 0.0
C -2.192 -3.498 -3.838 0.0 0.0 0.0
C -5.106 3.321 -1.228 0.0 0.0 0.0
H 4.170 4.424 0.154 0.0 0.1 0.0
C 2.022 -3.445 3.100 -0.1 0.1 0.0
O 0.232 3.743 -2.256 -0.2 0.4 -0.3
H -3.729 -0.354 4.103 0.0 0.0 0.0
H 1.053 6.362 0.266 -0.1 0.0 0.0
H 3.277 3.118 0.790 0.2 0.2 0.0
H -0.694 -1.209 2.920 -0.1 -0.1 0.0
N 4.236 3.482 0.558 -0.3 -0.4 0.0
H -1.407 2.188 -3.636 0.0 -0.1 0.0
H 4.594 -2.433 -0.196 0.1 0.0 0.0
C -2.499 -0.997 0.992 0.0 0.1 -0.1
H 5.785 2.181 -0.158 0.0 0.1 0.1
H 1.533 -4.128 2.403 0.0 0.0 0.0
H -0.387 -3.965 4.130 0.0 0.0 0.0
C -1.947 -1.424 -1.969 0.0 0.2 0.1
C 0.105 -3.115 4.619 -0.1 0.1 -0.1
C 1.678 -1.209 4.286 0.0 0.0 0.0
H -4.083 -2.801 4.051 0.0 0.0 0.0
H -0.445 -4.332 -2.915 0.0 0.0 0.0
H -3.528 4.554 -1.991 0.0 0.0 0.0
O 0.939 -3.532 5.678 0.0 0.0 0.1
C -3.789 3.593 -1.565 0.0 0.1 0.0
S 0.495 0.895 -3.071 0.0 -0.3 -1.0
H -2.717 0.791 2.164 -0.1 0.0 0.0
C 4.564 -0.353 0.148 -0.1 0.5 -0.1
H 2.359 -4.015 3.964 -0.1 0.0 0.0
C -3.134 1.375 -0.845 0.2 -0.2 -0.1
C 1.973 5.117 -1.285 0.3 0.1 0.0
H 3.786 -1.518 -1.361 0.0 -0.1 0.0
H -3.736 -0.645 -2.858 0.0 0.0 0.0
H -3.935 -2.453 -4.526 0.0 0.0 0.0
O 3.258 0.622 -1.956 0.1 -0.2 -0.2
Se 2.205 0.223 3.024 0.0 -0.2 -0.1
H -2.476 -2.947 0.091 0.0 0.0 0.0
C -0.952 1.299 -4.064 0.0 0.1 0.1
Se 1.040 -0.778 1.198 0.3 -0.5 0.8
H 4.550 -0.342 1.235 -0.1 -0.1 0.1
H 5.588 -0.274 -0.217 0.0 0.0 0.0
H -1.649 0.468 -4.051 -0.1 -0.1 0.0
H -0.614 1.509 -5.076 0.0 0.0 0.0
H -3.471 -4.087 2.030 0.0 0.0 0.0
C 0.990 -2.395 3.591 0.5 0.0 -0.3
H -6.469 1.864 -0.437 0.0 0.0 0.0
H -2.287 -4.300 -4.558 0.0 0.0 0.0
H -0.436 -2.669 1.953 0.1 0.1 0.0
P 3.592 1.069 -0.583 0.5 0.1 0.8
H 0.643 -0.615 -4.929 0.0 0.0 0.0
C -2.810 2.631 -1.357 0.0 -0.1 0.1
Ge -1.754 -0.017 -0.573 -1.3 -0.4 0.0
O 3.168 -2.921 2.415 0.0 0.2 -0.1
N 0.323 4.362 0.016 0.0 0.1 0.1
V 0.613 0.599 -0.787 0.9 1.3 0.8
C -5.443 2.077 -0.709 -0.1 0.0 0.0
C 1.551 3.788 -1.783 0.1 0.4 0.1
H 0.425 -4.029 6.321 0.0 0.0 0.1
I 3.681 6.136 -1.904 -0.4 -0.2 0.1
C 1.205 -0.492 -4.007 0.1 0.2 0.1
H -0.210 -2.485 -1.283 0.0 -0.1 0.0
H -5.873 4.072 -1.367 0.0 0.0 0.0
C -4.466 1.108 -0.531 0.0 0.0 0.0
C 4.787 2.508 -0.439 -0.1 -0.5 -0.3
H 2.244 3.088 -2.242 -0.1 -0.1 0.0
C -2.864 -0.286 2.138 0.0 0.0 -0.1
H -0.670 -2.423 4.969 0.0 0.0 0.0
C -1.151 -3.510 -2.920 0.1 0.0 0.0
H -1.775 2.844 -1.599 -0.1 0.1 0.0
H 2.558 -1.532 4.840 0.0 0.1 0.0
O 2.444 1.553 0.292 0.2 -0.1 -0.3
H 1.138 -1.408 -3.429 -0.1 -0.1 0.0
C 1.127 5.440 -0.292 0.2 0.0 -0.2
H 0.993 -0.737 4.988 0.0 0.0 0.0
N 0.515 3.318 -0.874 -0.1 -0.8 0.1
H 2.241 -0.248 -4.229 0.0 0.0 0.0
C -1.027 -2.473 -2.006 0.0 0.1 0.0
C 0.062 -1.869 2.499 0.0 -0.2 0.1
C -2.727 -2.372 0.975 -0.1 0.1 0.0
H 4.781 3.527 1.416 0.1 0.0 0.0
H 3.765 -2.577 3.087 0.0 0.0 0.0
```
Forces are in eV/Å.

Entry 3:
A structure of composition C30H44N2O6P2Pb. Source: the Open Molecules 2025 dataset; level of theory: wB97M-V/def2-TZVPD.

Maximum force   3.60 eV/A
HOMO energy (alpha / beta)   -13.73 / -13.73 eV
Kohn-Sham gap (alpha / beta)   0.197 / 0.198 Ha
Charge   +2

Structure (XYZ):
```
85
Properties=species:S:1:pos:R:3:forces:R:3
P 0.324 0.029 -2.445 -0.7 -0.6 1.1
H -2.391 -2.908 -6.316 0.2 0.1 0.2
O 5.978 2.045 3.282 -0.4 -1.3 1.6
C -0.915 -1.765 -5.237 0.1 1.1 -0.5
C -2.122 1.560 3.598 -0.2 -0.3 -0.1
C -3.231 -0.992 -0.528 -0.3 0.2 0.2
C 3.423 -1.056 2.959 0.5 -0.2 0.5
C 2.411 -0.977 1.826 -0.3 -0.1 -0.5
H 2.053 0.699 -3.986 -0.2 -0.2 0.1
C 1.689 -0.253 -3.574 0.6 -0.1 -0.5
H -4.842 -0.495 -5.179 0.3 -0.3 -0.1
H -3.013 -4.504 -4.655 0.2 0.3 0.2
C -0.827 -1.412 -2.278 0.0 0.0 -0.2
H -2.689 4.308 1.518 0.1 -0.2 -0.1
H 1.769 0.671 4.198 -0.2 0.2 0.1
C -3.176 -2.762 -3.406 -1.3 0.5 -0.5
H -0.284 2.239 -3.179 -0.3 -0.1 0.1
C -2.791 -0.133 -5.698 -0.6 0.0 0.1
H -4.054 -1.897 -5.885 0.0 0.2 0.4
H -1.354 1.707 -1.859 0.3 -0.2 -0.3
H -0.933 -3.760 -5.839 -0.3 0.1 -0.1
C 4.770 -0.534 5.406 -0.3 0.1 -0.3
C -2.200 3.442 1.045 -0.1 0.0 -0.2
H -2.969 1.478 2.904 0.2 0.0 0.3
C 2.666 2.969 2.556 0.4 0.3 -0.1
H -3.304 0.091 -0.703 0.0 -0.3 0.0
C -2.376 -3.677 -4.279 0.1 -0.3 -0.3
C -1.673 -3.022 -5.498 -0.2 -0.9 0.0
H -2.395 -3.360 0.754 0.3 0.0 -0.3
C 1.201 2.849 2.487 0.0 -0.3 0.1
H 2.339 -2.554 4.116 0.0 0.3 0.0
C -3.906 -1.081 -5.166 -0.1 0.6 -0.9
O 3.784 -1.747 7.638 -0.7 -0.4 -2.5
H 3.166 2.004 2.366 -0.2 0.2 0.1
O 2.389 -2.969 6.471 1.6 1.6 -0.3
H 0.862 5.386 0.757 0.0 -0.3 0.0
O 1.230 -1.403 2.077 1.2 0.8 -1.0
N 5.852 1.362 4.319 2.1 2.4 0.5
C -1.587 -3.264 0.009 0.3 -0.4 0.0
H -2.934 2.626 1.018 0.1 0.2 0.0
C 3.125 -1.803 4.115 0.0 0.3 0.4
H 2.996 3.301 3.552 -0.1 -0.1 -0.2
Pb 0.375 0.201 0.231 1.0 0.8 1.6
H -1.626 -1.195 -2.995 0.2 -0.5 0.3
C 0.395 2.067 3.363 0.1 0.2 -0.1
H -2.887 -0.099 -6.798 0.1 0.1 0.3
H -1.950 3.725 0.015 -0.1 0.0 0.2
O 2.718 -0.355 0.732 -1.0 -0.8 1.4
H 4.896 0.255 2.071 -0.2 0.3 0.2
H -1.644 1.116 -3.526 0.5 0.1 0.4
H 2.514 -0.695 -2.985 -0.4 0.2 -0.2
C 0.895 1.271 4.496 -0.1 -0.4 0.3
P -1.505 -1.549 -0.546 0.2 -0.1 -0.3
H -1.783 -3.914 -0.856 0.0 0.0 0.4
O 6.289 1.720 5.430 -1.0 -1.0 -2.1
C 0.785 4.337 0.419 0.1 0.0 -0.4
H 0.158 -1.935 -5.085 -0.5 0.2 0.0
C 0.348 3.437 1.509 0.2 0.4 0.2
H -4.241 -0.963 -3.030 0.0 -0.4 -0.1
H -3.009 0.890 -5.357 0.1 -0.2 -0.1
C -1.388 -0.505 -5.327 0.8 -0.9 -0.9
H 1.447 -0.934 -4.399 0.1 0.4 0.2
N 3.297 -2.117 6.547 -0.9 -1.7 3.1
H -1.862 0.555 3.958 -0.1 0.3 0.0
H -0.629 -3.521 0.492 -0.4 -0.1 -0.3
C -0.990 3.047 1.801 -0.2 0.0 -0.1
H -3.642 -1.212 0.471 0.2 0.1 -0.3
H 1.212 1.920 5.328 0.0 -0.1 -0.2
H 0.073 4.313 -0.418 0.2 0.1 0.2
H -3.409 -3.196 -2.424 0.3 0.5 -0.1
H -3.823 -1.535 -1.275 0.2 0.2 0.4
C -0.859 1.383 -2.796 0.1 0.3 -0.4
H 1.776 4.039 0.047 -0.3 0.2 0.1
C -3.737 -1.587 -3.774 -0.1 -1.2 0.5
C -0.959 2.186 2.934 0.0 0.1 0.5
H -1.613 -4.176 -3.652 -0.2 0.2 -0.2
C 3.794 -1.531 5.323 0.2 0.8 -1.4
H -0.677 0.335 -5.344 -0.1 -0.4 0.2
H -0.335 -2.352 -2.577 -0.2 0.3 0.1
C 5.124 0.120 4.228 -1.2 -0.9 -0.3
H 3.041 3.689 1.818 0.0 -0.2 0.3
H 0.122 0.590 4.874 0.3 0.2 0.0
C 4.538 -0.202 2.988 -0.4 0.0 0.2
H -2.461 2.148 4.470 0.2 -0.1 -0.2
H 5.173 -0.211 6.358 0.0 -0.1 -0.1
```
Forces are in eV/Å.